{"formula": "C53H76O45", "method": "the ωB97M-V functional and the def2-TZVPD basis", "symbols": ["C", "C", "H", "O", "H", "H", "H", "C", "C", "H", "O", "C", "H", "H", "H", "H", "H", "O", "H", "O", "O", "C", "C", "O", "O", "H", "H", "O", "C", "H", "H", "C", "O", "H", "O", "C", "H", "H", "H", "H", "H", "O", "O", "H", "C", "H", "H", "C", "O", "H", "C", "O", "H", "H", "H", "O", "C", "H", "C", "O", "C", "O", "H", "C", "H", "O", "H", "C", "H", "H", "H", "C", "O", "H", "H", "O", "C", "H", "H", "C", "O", "H", "O", "C", "C", "H", "O", "O", "O", "H", "H", "H", "H", "H", "H", "C", "C", "C", "O", "C", "O", "C", "H", "C", "H", "O", "C", "H", "C", "O", "H", "O", "O", "H", "H", "O", "C", "O", "O", "O", "H", "C", "C", "H", "C", "C", "C", "H", "H", "O", "H", "C", "H", "O", "O", "C", "H", "C", "C", "C", "H", "C", "H", "H", "O", "H", "H", "C", "O", "H", "H", "C", "O", "C", "O", "O", "O", "H", "H", "H", "H", "H", "C", "H", "H", "C", "C", "H", "H", "C", "O", "C", "C", "C"], "coordinates": [[0.9847, -3.5990, 4.5798], [-5.4219, 3.2234, -0.7117], [8.0916, 2.3371, 2.0904], [3.4740, -3.1600, -2.9642], [3.5982, 0.9609, -0.9239], [0.0132, -4.0755, 4.4537], [-3.7974, -1.3768, -1.1020], [7.6493, 3.1148, 2.7196], [-5.4989, -4.6016, -1.8041], [5.8691, -1.5357, 0.1680], [-7.0582, -1.7960, 1.5884], [5.7482, -0.7133, 0.8674], [-2.1019, 1.8433, -2.8264], [-5.0988, -2.4052, 6.0792], [-3.2401, 2.6222, -3.9033], [-5.9695, -6.2092, 0.4052], [2.5259, 4.0075, -4.0559], [3.2847, -4.0944, 2.0648], [-3.7287, 5.2153, -1.9774], [4.1915, 3.5713, 3.3823], [-0.6678, -6.6540, 0.5445], [3.3194, 5.5748, -0.6988], [-4.3297, 4.3907, -2.3477], [-4.9783, -2.2368, 1.0233], [-0.0937, 5.6541, -0.2073], [-5.2792, -7.7394, -0.2579], [5.4980, -2.9145, -2.8440], [-0.4787, 7.7990, -0.7321], [-5.1034, -6.0810, -1.6099], [0.8108, -1.9557, -4.9110], [4.0625, -5.0889, -1.1867], [-0.1721, -1.5070, -5.0338], [-1.6859, 3.3381, 3.8174], [5.5265, 3.4202, 5.0227], [1.3943, 6.8102, -1.4187], [1.9355, 5.5100, -1.3502], [1.4830, 4.2992, 0.3921], [-4.6896, -0.2541, 1.0436], [2.8726, 4.2041, -5.7591], [1.6233, -1.5210, 4.4934], [-4.0632, 2.3416, 1.8689], [6.9887, -0.9061, 4.0482], [-2.4547, -0.9528, 3.2288], [-7.2732, -1.1183, -0.3384], [4.2514, 1.3492, -1.7042], [7.5732, 3.9763, 2.0566], [3.2167, 5.7245, 0.3789], [1.2367, -5.5451, -0.1293], [1.2455, 1.1493, -0.2602], [0.5524, 5.0694, -6.1621], [-3.2987, -4.7002, -1.3575], [-0.9661, 1.1435, -7.0559], [3.9242, 6.2853, -1.2552], [-5.9475, -4.4592, -2.7879], [-3.1275, -3.3641, 6.2181], [-1.1575, 3.7716, -4.7593], [-5.2644, -0.9390, 0.4181], [0.1371, 2.6057, -5.8768], [-2.8966, -1.3246, 4.2796], [-3.7762, -5.9157, -1.1164], [4.5297, -0.9641, 1.7803], [-0.0474, 3.7384, 2.3514], [-1.2543, 0.2931, 1.1789], [-3.1479, 2.1180, -2.9389], [-4.5662, 4.4754, -3.4011], [6.8274, -0.5709, 1.8179], [-4.7326, 0.1420, -1.3517], [4.2365, 2.9067, 2.2125], [5.4558, -3.9663, -0.6663], [0.5418, 3.8666, -1.0431], [-1.7781, -1.8456, -0.0620], [2.4895, -3.6594, 2.8330], [-0.1287, -0.7994, -6.2977], [-2.9764, -2.2111, 8.5005], [3.8753, -1.7582, 1.4261], [2.9736, 1.9796, -3.4776], [0.1302, -5.5311, 0.8767], [-6.2228, -4.2146, -1.0881], [-4.4646, -0.7560, 6.6573], [4.5282, -4.1067, -1.2126], [5.4430, 2.3869, 2.0165], [3.7604, 4.5724, -0.6488], [3.2464, 2.7875, 1.5442], [-4.7682, -0.8924, -1.0198], [1.0413, -2.2173, 3.8878], [-3.1876, 1.1813, 2.4944], [-0.7865, -8.0572, -1.2237], [0.1639, 5.4827, -4.3401], [5.1589, -1.5331, 2.9137], [1.2123, -4.7159, -0.8418], [5.5450, 0.2289, 0.3705], [3.9319, -0.0874, 2.0414], [-1.1387, -0.7108, -3.2811], [-4.9993, -6.6823, -2.5153], [0.5369, -5.8275, 1.8488], [-3.4796, 3.1775, -1.9106], [0.8883, 4.6031, -5.2273], [-1.1340, 3.3123, 2.5993], [1.9956, -4.3147, 3.9012], [5.4604, 3.6376, 3.9546], [0.9757, -6.6685, -0.9844], [6.3859, -0.9754, 3.0292], [-6.8558, -7.0605, -0.7701], [-2.9550, -2.2883, 6.3076], [0.4410, 0.0845, -3.6201], [-2.1268, -1.7334, 5.2970], [3.4205, 0.7669, -3.7287], [2.8178, 3.0686, -1.8803], [0.9626, 4.6971, -0.4767], [-5.5283, 4.2576, -1.5359], [-2.5439, 3.5110, -1.4626], [2.0559, -1.8036, -1.8876], [-4.1534, -1.1753, 4.6976], [2.7261, 5.6733, -4.7247], [1.4808, -0.6243, 0.7413], [-1.9842, 2.8499, 1.6642], [-5.8262, -6.8280, -0.4816], [-6.2729, 2.9007, 0.0796], [3.5958, -3.0986, -0.7898], [-2.1522, -4.3370, -1.3227], [2.2189, -5.5110, 0.3404], [-0.2058, -7.2269, -0.6161], [-0.7489, 0.3794, -6.1587], [1.0385, 0.7828, 1.7578], [-2.3122, -1.9805, 7.6720], [-0.5428, -0.1654, 0.4910], [0.1751, 3.3005, -5.0391], [5.9270, 4.6283, 3.8849], [0.5275, 2.7014, -4.1925], [0.2253, 2.0797, -2.0412], [1.1919, -3.4704, 5.6396], [-0.7598, -1.6728, 0.2797], [5.2591, 1.4810, -1.3162], [-1.0076, 0.6427, -4.8741], [3.1077, 0.1135, -4.6792], [0.8999, 0.3036, 0.7903], [6.3943, 1.6742, 3.6763], [2.3657, 4.6660, -4.9097], [-3.0781, 2.2599, 2.3404], [-6.0196, -2.6297, 1.7249], [-3.5217, 2.5018, 4.5299], [6.2816, 2.6287, 3.1543], [4.8873, -4.5549, -3.3428], [-7.0461, 0.2181, 0.7647], [-0.7588, 0.4826, -0.7702], [-0.0582, -1.9953, -0.4878], [-5.4497, -1.4862, -1.6301], [-1.0389, 4.9746, -4.1279], [1.9447, -2.4160, 2.7818], [-3.7765, 1.2332, -2.9056], [0.0871, -1.7967, 3.5823], [-3.0716, 3.0171, 3.6885], [-1.8934, 5.4153, -3.4166], [-0.4453, -0.3770, -4.0509], [-4.2882, 2.5564, -0.8955], [-4.2548, -3.8652, -1.7420], [-6.0489, -3.6091, 2.4224], [-3.6215, 3.9415, 3.4936], [-0.9633, -2.2518, -5.1082], [8.2971, 3.2044, 3.5892], [-0.6384, -2.1748, 1.2394], [-0.4027, -4.5814, 0.8690], [0.2145, 6.8285, -0.7862], [2.0205, 5.1210, -2.3680], [-2.0073, -0.9353, 7.6762], [-4.3143, -1.6570, 6.0647], [2.9503, -2.5903, -1.8849], [4.3224, 3.2754, -2.9534], [-1.4227, -2.6102, 7.6862], [-6.7878, -0.8273, 0.5980], [4.4027, 0.4839, -2.8486], [0.2441, 1.3168, -1.1254], [4.7468, -3.6926, -2.6959], [3.6693, 2.6124, -2.3844]], "forces_ev_per_a": [[-0.514, 1.255, -0.528], [-0.810, -0.156, 0.251], [0.047, -0.095, 0.145], [-0.778, 0.712, -1.572], [-0.201, -0.186, -0.291], [0.103, -0.204, -0.092], [0.141, 0.270, 0.042], [-0.277, -1.010, -0.707], [-0.466, -0.087, -1.023], [0.519, -0.014, 0.075], [-0.925, 0.545, 0.520], [-1.412, 0.635, 0.680], [-0.108, -0.248, -0.123], [-0.309, 0.349, 0.165], [0.108, -0.492, -0.190], [0.576, 0.093, 0.025], [0.125, 0.416, -0.138], [-0.022, -0.029, -0.002], [-0.661, 0.646, -0.407], [-0.547, 0.396, 0.360], [-0.339, -0.256, -1.214], [-0.540, -0.834, 0.125], [0.749, -0.349, 1.446], [0.358, 0.251, -0.851], [0.801, -0.575, 0.105], [-0.078, -0.021, 0.104], [0.083, -0.151, 0.034], [0.063, -0.216, 0.073], [0.029, 0.308, 1.714], [-0.134, -0.157, 0.190], [0.174, -0.057, 0.457], [0.652, 0.506, -0.642], [-0.228, -0.376, 0.730], [-0.782, -0.293, -0.075], [-0.077, -0.142, -0.055], [1.174, -0.756, 0.525], [-0.510, 0.329, 0.437], [-0.251, 0.321, -0.056], [0.297, 0.168, 0.067], [-0.635, 0.216, 0.354], [0.400, 1.237, -0.655], [0.417, 0.194, 0.105], [-0.298, -0.502, 0.107], [-0.115, -0.128, 0.096], [0.923, 1.159, -0.665], [0.083, 0.397, 0.518], [-0.020, 0.997, -0.129], [0.630, 0.952, -1.654], [1.005, 1.238, -0.621], [0.950, -0.586, -0.568], [1.259, 0.388, -0.466], [-0.122, -0.321, 0.168], [0.352, 0.033, 0.421], [0.181, 0.177, -0.061], [0.732, -0.093, -0.442], [0.005, 0.230, 0.202], [0.596, -0.188, -0.075], [0.024, 0.670, -0.260], [0.250, 1.495, 0.056], [1.438, -0.229, 0.217], [0.023, -1.248, -0.689], [-0.097, -0.467, 0.066], [-0.056, -0.314, 0.080], [0.441, 0.823, -0.687], [-0.116, -0.096, 0.026], [-0.354, 0.169, -0.481], [0.017, -0.052, -0.058], [-1.491, 0.151, 0.632], [-0.217, -0.505, 0.436], [-0.091, 0.246, 0.205], [0.013, -0.059, -0.002], [-0.631, 0.700, 0.549], [-0.257, -0.310, 0.082], [0.030, -0.045, 0.021], [-0.056, 0.322, -0.417], [-1.278, 0.125, -0.409], [0.384, -0.733, 1.063], [0.290, -0.113, 0.397], [-0.414, -0.252, 0.255], [0.571, 1.060, -1.319], [0.053, -0.258, -0.901], [0.156, 0.133, -0.672], [1.017, -0.291, -0.440], [-0.439, -0.446, 0.553], [1.206, 0.165, 0.496], [1.912, -0.299, -0.140], [0.032, -0.475, -0.059], [0.168, 0.475, 1.196], [0.146, 0.568, 1.011], [-0.168, 0.358, 0.412], [0.682, 0.017, -0.245], [0.297, 0.140, 0.023], [-0.073, 0.404, 0.070], [-0.414, 0.248, -0.101], [-0.084, 0.808, 0.206], [-0.054, -0.804, -0.424], [-0.219, 1.242, -0.654], [0.909, 1.112, -0.290], [0.414, -0.981, 0.149], [1.930, 0.196, 0.537], [-0.053, -0.490, 0.809], [-0.286, -0.725, -0.063], [0.137, -0.308, -0.245], [-0.488, 0.008, 1.896], [0.169, -0.494, 0.151], [0.462, -1.143, -0.123], [0.734, -0.025, -1.015], [0.750, 0.343, 0.540], [-0.215, 0.235, -1.050], [0.161, 0.446, -0.593], [-0.195, 0.141, 0.224], [-0.031, 0.039, 0.428], [-0.780, -0.468, -0.419], [-0.065, 0.056, -0.107], [0.551, 0.378, 0.050], [-0.358, -1.137, -0.155], [-0.882, 0.364, -0.771], [0.374, -0.034, -0.092], [-0.449, 0.512, 0.156], [-0.168, -0.596, 0.565], [0.075, -0.686, -0.160], [-0.245, 0.864, 0.408], [0.424, 0.325, -0.634], [-0.052, 0.245, -0.146], [0.047, -0.373, -1.303], [-0.061, 0.371, -0.246], [-0.215, -0.744, 0.120], [-0.468, 0.121, -0.440], [0.042, 0.466, 0.107], [0.157, -0.172, -0.253], [0.253, -0.397, -0.015], [0.026, 1.235, 0.336], [-0.088, 0.198, 0.095], [-0.811, -0.063, 0.163], [-0.025, -0.218, 0.538], [-0.404, -2.172, 0.750], [-0.107, 0.083, 0.022], [-0.561, -0.821, -0.427], [-2.632, -0.417, 1.447], [-0.225, -0.927, 0.997], [0.506, -0.169, 0.150], [0.621, -0.036, 0.309], [0.224, 0.157, -0.060], [-0.386, -0.252, 0.857], [-0.528, 0.744, -1.203], [0.072, -0.309, 0.153], [0.000, 0.175, -0.206], [-0.424, -1.423, 0.385], [-0.380, -0.631, -0.679], [-0.170, 0.108, 0.065], [0.051, -0.085, -0.204], [-0.530, 0.313, -1.762], [0.069, 0.423, -0.303], [0.143, -0.297, 0.148], [0.256, -0.066, 0.657], [-1.716, -0.260, -0.257], [0.007, 0.316, -0.299], [0.076, 0.160, 0.467], [0.021, -0.010, 0.227], [0.003, 0.492, -0.060], [0.169, -0.200, -0.104], [-0.354, -0.269, 0.135], [-0.985, 0.968, 0.279], [-0.165, 0.107, 0.129], [-0.081, 0.040, 0.200], [0.836, 0.786, -1.050], [0.601, -0.714, 0.359], [0.511, 0.304, 1.093], [0.081, 0.119, 0.534], [1.295, 0.266, -1.432], [-0.206, -1.005, 0.907], [-0.939, -1.218, 1.248], [-0.265, -0.823, 1.031], [-1.173, -1.276, -0.694]], "largest_force_ev_per_a": 3.0, "homo_energy_ev": -10.1375, "charge": 0, "e_tot_ha": -5451.149882}